#a
Density functional theory data (ωB97M-V/def2-TZVPD) for a cluster of 2 separate species, ClFH2Si in total.

Each line ends with the natural charge from an NBO analysis.
CARTESIAN COORDINATES (ANGSTROEM)
F (-0.310, -1.641, 0.181)  -0.64
Si (-0.018, -0.122, -0.062)  1.52
Cl (-1.804, 0.812, 0.033)  -0.38
H (0.572, 0.269, -1.199)  -0.25
H (1.560, 0.681, 1.047)  -0.25

## Properties
* LUMO: 0.41 eV
* HOMO-LUMO gap: 10.65 eV
* net charge: 0

=====

#b
Density functional theory data (ωB97M-V/def2-TZVPD) for a cluster of 2 separate species, ClFH2Si in total.

Each line ends with the natural charge from an NBO analysis.
CARTESIAN COORDINATES (ANGSTROEM)
F (-0.001, 0.832, -1.512)  -0.63
Si (0.096, 0.377, -0.023)  1.67
Cl (-0.892, -2.330, 0.287)  -0.62
H (-0.432, 1.370, 0.944)  -0.19
H (1.230, -0.248, 0.304)  -0.23

## Properties
* LUMO: -1.35 eV
* HOMO-LUMO gap: 8.63 eV
* net charge: 0

=====

Stability, lowest: #b

=====

#a
Density functional theory data (ωB97M-V/def2-TZVPD) for an isolated molecule of C6H11ClS.

Each line ends with the natural charge from an NBO analysis.
CARTESIAN COORDINATES (ANGSTROEM)
C (1.498, -0.409, 1.500)  -0.60
C (1.309, -0.541, -0.002)  -0.24
C (2.037, 0.588, -0.717)  -0.61
C (-0.213, -0.643, -0.380)  -0.18
C (-1.179, 0.215, -0.297)  -0.03
Cl (-1.029, 1.825, 0.360)  -0.03
C (-2.580, 0.025, -0.839)  -0.56
S (-3.806, -0.263, 0.464)  -0.03
H (2.548, -0.641, 1.784)  0.21
H (1.355, 0.607, 1.864)  0.21
H (0.878, -1.135, 2.038)  0.21
H (1.700, -1.503, -0.289)  0.21
H (3.129, 0.541, -0.589)  0.21
H (1.923, 0.551, -1.826)  0.21
H (1.693, 1.572, -0.463)  0.22
H (-0.446, -1.503, -0.972)  0.21
H (-2.859, 0.883, -1.435)  0.23
H (-2.652, -0.860, -1.508)  0.23
H (-3.308, 0.693, 1.308)  0.13

## Properties
* SMILES: CC(C)/C=C(\Cl)CS
* LUMO: 0.79 eV
* HOMO-LUMO gap: 9.87 eV
* net charge: 0

=====

#b
Density functional theory data (ωB97M-V/def2-TZVPD) for a structure of composition C6H11ClS.

Each line ends with the natural charge from an NBO analysis.
CARTESIAN COORDINATES (ANGSTROEM)
C (-2.516, 0.678, -1.191)  -0.53
C (-2.850, -0.577, -1.953)  -0.48
C (-1.199, 0.282, -0.757)  -0.13
C (1.984, 0.806, 2.159)  -0.69
C (2.135, -1.043, 0.344)  -0.68
C (2.045, 0.366, 0.786)  -0.11
S (-1.346, -1.416, -1.299)  0.25
Cl (-0.722, 0.770, 0.882)  -0.01
H (-2.683, 1.567, -1.774)  0.23
H (-3.219, 0.763, -0.394)  0.23
H (-3.725, -1.180, -1.593)  0.23
H (-2.750, -0.614, -3.063)  0.22
H (3.113, 0.795, 2.509)  0.21
H (1.280, 0.328, 2.822)  0.22
H (1.676, 1.799, 2.205)  0.22
H (1.857, -1.161, -0.738)  0.21
H (1.501, -1.725, 0.853)  0.20
H (3.150, -1.367, 0.380)  0.21
H (2.269, 0.930, -0.178)  0.19

## Properties
* LUMO (alpha / beta): -0.25 / 0.66 eV
* HOMO-LUMO gap (alpha / beta): 6.44 / 8.34 eV
* net charge: 0

=====

Stability, lowest: #b

=====

#a
Density functional theory data (ωB97M-V/def2-TZVPD) for an isolated molecule of C16H19N3O2.

Each line ends with the natural charge from an NBO analysis.
CARTESIAN COORDINATES (ANGSTROEM)
C (-2.903, -4.110, 0.493)  -0.60
C (-2.265, -2.783, 0.036)  0.11
C (-1.235, -2.552, -0.495)  -0.30
C (-1.152, -1.267, -0.853)  -0.03
C (-0.086, -0.277, -1.397)  0.68
O (-0.233, 0.593, -2.218)  -0.59
N (1.180, -0.764, -0.832)  -0.60
C (2.260, 0.054, -1.276)  -0.24
C (2.896, 0.734, -0.101)  0.11
C (4.292, 1.252, -0.219)  -0.46
C (5.225, 0.457, 0.420)  -0.42
C (4.360, -0.035, 1.656)  -0.09
O (3.053, -0.100, 1.286)  -0.57
N (-2.317, -0.681, -0.239)  -0.13
C (-2.863, 0.467, -0.025)  0.16
C (-2.569, 1.852, -0.938)  -0.19
C (-3.224, 2.907, -0.554)  -0.21
C (-3.922, 3.125, 0.505)  -0.28
C (-4.226, 2.232, 1.251)  -0.16
C (-3.730, 0.844, 0.951)  -0.22
N (-2.944, -1.575, 0.220)  -0.20
H (-3.939, -3.976, 1.120)  0.22
H (-2.309, -4.557, 1.136)  0.21
H (-3.148, -4.615, -0.380)  0.22
H (-0.500, -3.277, -0.675)  0.23
H (1.134, -1.129, -0.003)  0.39
H (2.158, 0.451, -2.114)  0.23
H (3.127, -0.695, -1.453)  0.17
H (2.074, 1.450, 0.455)  0.21
H (4.296, 2.311, 0.338)  0.21
H (4.498, 1.698, -1.399)  0.22
H (5.403, -0.392, -0.505)  0.17
H (6.282, 0.887, 0.583)  0.24
H (4.595, 0.645, 2.427)  0.18
H (4.760, -0.975, 1.544)  0.20
H (-1.956, 1.532, -1.942)  0.28
H (-2.890, 3.952, -1.314)  0.19
H (-4.407, 4.078, 0.615)  0.22
H (-4.897, 2.156, 2.135)  0.22
H (-3.879, 0.084, 1.759)  0.22

## Properties
* SMILES: Cc1cc(C(=O)NC[C@@H]2CCCO2)n(-c2ccccc2)n1
* LUMO: 0.58 eV
* HOMO-LUMO gap: 8.96 eV
* net charge: 0

=====

#b
Density functional theory data (ωB97M-V/def2-TZVPD) for a structure of composition C16H19N3O2.

Each line ends with the natural charge from an NBO analysis.
CARTESIAN COORDINATES (ANGSTROEM)
C (-2.742, -1.382, 2.367)  -0.58
H (-3.328, -0.648, 2.671)  0.20
H (-2.723, -2.191, 2.860)  0.19
C (-3.042, -1.743, 0.799)  -0.18
N (-2.784, -0.772, -0.208)  -0.45
C (-2.731, -1.059, -1.394)  -0.16
H (-2.346, -2.106, -1.336)  0.20
H (-3.666, -0.955, -2.100)  0.10
C (-1.773, -0.015, -2.294)  -0.08
H (-1.795, -0.236, -3.287)  0.18
H (-1.958, 1.205, -1.926)  0.22
O (-0.477, -0.284, -1.991)  -0.45
C (0.393, 0.305, -1.327)  0.59
N (-0.045, 1.787, -0.864)  -0.54
C (0.727, 2.516, -0.373)  0.23
N (1.898, 2.287, 0.275)  -0.51
C (2.477, 0.945, -0.104)  0.15
C (1.642, 0.091, -0.757)  0.08
O (2.478, -0.898, -1.105)  -0.41
C (3.571, -0.751, -0.375)  0.34
C (4.607, -1.703, -0.557)  -0.25
C (5.707, -1.188, 0.295)  -0.13
C (5.943, 0.100, 0.760)  -0.28
C (4.840, 0.935, 0.854)  -0.09
C (3.713, 0.659, -0.167)  -0.14
H (5.069, 1.892, 1.102)  0.21
H (6.894, 0.081, 1.163)  0.23
H (6.703, -1.798, 0.143)  0.20
H (4.474, -2.714, -0.793)  0.23
H (0.349, 3.462, 0.052)  0.16
C (-3.670, 0.668, 0.099)  -0.20
C (-2.986, 1.686, 0.710)  -0.62
H (-2.612, 1.472, 1.858)  0.17
H (-3.636, 2.447, 0.881)  0.22
H (-2.103, 1.917, 0.272)  0.25
H (-4.012, 1.111, -0.782)  0.20
H (-4.530, 0.272, 0.573)  0.19
H (-2.462, -2.526, 0.789)  0.19
H (-4.168, -1.996, 0.754)  0.15
H (-1.894, -0.872, 2.463)  0.21

## Properties
* LUMO: -0.80 eV
* HOMO-LUMO gap: 7.01 eV
* net charge: 0

=====

Stability, lowest: #b

=====

#a
Density functional theory data (ωB97M-V/def2-TZVPD) for a cluster of 2 separate species, C2H8NOS in total.

Each line ends with the natural charge from an NBO analysis.
CARTESIAN COORDINATES (ANGSTROEM)
C (-1.101, -0.552, 1.205)  -0.79
C (-0.171, -0.558, -1.478)  -0.81
N (2.166, 0.860, 0.354)  -0.63
O (-1.077, 1.656, -0.085)  -0.74
S (-0.240, 0.509, -0.007)  1.62
H (-0.743, -0.314, 2.127)  0.26
H (-0.886, -1.613, 1.058)  0.27
H (-2.206, -0.350, 1.132)  0.30
H (-0.938, -1.183, -1.274)  0.25
H (0.721, -1.156, -1.596)  0.29
H (-0.433, -0.106, -2.444)  0.30
H (2.590, 1.152, 1.234)  0.36
H (2.316, 1.656, -0.225)  0.34

## Properties
* LUMO (alpha / beta): -5.99 / -7.31 eV
* HOMO-LUMO gap (alpha / beta): 9.01 / 8.83 eV
* net charge: +1

=====

#b
Density functional theory data (ωB97M-V/def2-TZVPD) for a structure of composition C2H8NOS.

Each line ends with the natural charge from an NBO analysis.
CARTESIAN COORDINATES (ANGSTROEM)
C (-0.058, 1.720, -0.176)  -0.26
C (0.340, -0.569, 0.299)  0.23
N (-0.543, -1.802, 0.517)  -0.76
O (-0.639, 0.510, 0.171)  -0.52
S (1.729, -0.771, -1.540)  -0.13
H (0.044, 1.800, -1.233)  0.19
H (0.816, 1.865, 0.434)  0.19
H (-0.878, 2.433, 0.044)  0.23
H (1.206, -0.383, 1.021)  0.24
H (-1.291, -1.490, 1.301)  0.49
H (0.075, -2.663, 0.750)  0.48
H (-0.907, -1.949, -0.429)  0.47
H (1.082, 0.146, -2.285)  0.15

## Properties
* LUMO: -4.67 eV
* HOMO-LUMO gap: 9.22 eV
* net charge: +1

=====

Stability, lowest: #a